DFT (the ωB97M-V functional and the def2-TZVPD basis) results for C12H24ClIN2O3PRu as an isolated structure in a non-equilibrium geometry.

Electronic energy (Eh): -1999.90187
HOMO energy (alpha / beta) (eV): -19.67 / -19.55
Frontier orbital gap (alpha / beta) (Eh): 0.348 / 0.220
2S+1: 5
Total charge: +3

```
45
C12H24ClIN2O3PRu | OMol25 | the ωB97M-V functional and the def2-TZVPD basis
C -0.20013 -1.82596 -3.09059
C -1.07143 -1.30156 -1.95594
H -0.81079 -1.90753 -3.99343
H 0.23185 -2.79293 -2.82139
H 0.65332 -1.16330 -3.25264
O -2.24625 -1.05715 -2.16973
I 0.72224 -0.54794 2.61417
Ru -0.25014 -1.01039 -0.06425
P -0.70321 -3.23880 0.61105
C -2.30027 -3.40555 1.47860
C -0.80698 -4.47014 -0.73779
H 1.51717 -3.61843 1.46423
H 0.44703 -5.03242 1.75890
H 0.31124 -3.54698 2.76290
C 0.51806 -3.93968 1.76413
H 0.14898 -4.50750 -1.26566
H -1.03048 -5.46213 -0.33217
H -2.46489 -4.44438 1.78139
H -3.11357 -3.08649 0.82095
H -1.58857 -4.17811 -1.44395
H -2.27925 -2.75846 2.36032
C -1.89278 -0.41766 0.56499
O -2.90836 -0.04730 0.96953
Cl 1.91596 -1.76652 -0.79391
C 2.85032 1.60127 -0.22750
N 1.71485 2.21330 0.44264
C 1.99254 3.35393 1.32687
C 1.25554 4.60076 0.85275
C -0.20758 4.22711 0.77394
N -0.39658 3.08455 -0.12056
C -1.42257 3.20369 -1.14067
C 0.44445 1.98786 -0.06743
O 0.15016 0.96796 -0.72701
H 2.82670 0.51537 -0.18205
H 3.82333 1.95869 0.17184
H 2.83557 1.93982 -1.29444
H 1.65200 3.09845 2.35285
H 3.07627 3.59341 1.39644
H 1.62634 4.93258 -0.14190
H 1.40105 5.43189 1.58202
H -0.82409 5.10147 0.46654
H -0.54351 3.93472 1.79385
H -2.42386 3.32204 -0.68370
H -1.20311 4.10932 -1.75427
H -1.42653 2.34913 -1.84987
```

Löwdin population analysis, charges in e, atoms 1 to 6:
1 C -0.0342
2 C -0.3521
3 H 0.1174
4 H 0.0664
5 H 0.0883
6 O 0.2238